# 1
ORCA calculation (ωB97M-V/def2-TZVPD) on C19H27OPRhS3 as an isolated structure at a distorted geometry.

Orbital gap (spin up / spin down), Eh: 0.205 / 0.219
ΔE to the lowest compared entry with this formula, charge and spin, kcal per mole: 33.9
Strongest force on any atom, eV/A: 2.6
HOMO level (spin up / spin down), eV: -10.548 / -10.557
Net charge: +1

Each line ends with the natural charge from an NBO analysis.
Atoms and positions in Å:
Rh 0.297 -0.628 0.591  0.44
S -1.052 1.296 0.654  0.12
C -1.317 1.409 2.379  -0.23
C -2.372 2.197 2.833  -0.17
C -2.604 2.362 4.189  -0.21
C -1.774 1.744 5.111  -0.20
C -0.733 0.939 4.677  -0.21
C -0.495 0.754 3.318  -0.23
S 0.844 -0.263 2.847  0.07
H -2.991 2.709 2.115  0.22
H -3.415 2.987 4.525  0.23
H -1.918 1.909 6.167  0.23
H -0.078 0.465 5.392  0.23
C 3.462 -2.103 0.703  -0.60
C 3.209 -1.795 -0.771  -0.73
P 2.140 -0.295 -0.914  1.11
C 1.620 -0.172 -2.689  -0.71
C 2.572 -0.736 -3.739  -0.61
C 3.244 1.154 -0.588  -0.71
C 4.449 1.299 -1.510  -0.61
H 3.896 -3.091 0.821  0.24
H 2.518 -2.075 1.259  0.20
H 4.136 -1.377 1.150  0.22
H 2.660 -2.620 -1.231  0.25
H 4.150 -1.663 -1.310  0.25
H 1.427 0.889 -2.878  0.25
H 0.665 -0.701 -2.757  0.25
H 3.555 -0.279 -3.687  0.21
H 2.156 -0.536 -4.725  0.24
H 2.684 -1.812 -3.632  0.22
H 3.573 1.065 0.452  0.25
H 2.608 2.042 -0.662  0.25
H 5.038 0.385 -1.538  0.21
H 5.087 2.101 -1.143  0.24
H 4.135 1.552 -2.520  0.21
C -1.903 -4.549 0.990  -0.79
S -0.991 -2.986 1.249  1.24
O -0.453 -2.655 -0.116  -0.99
C -2.454 -1.935 1.419  -0.30
C -2.885 -1.605 2.694  -0.21
C -4.043 -0.862 2.845  -0.18
C -4.756 -0.453 1.728  -0.18
C -4.305 -0.768 0.455  -0.21
C -3.143 -1.505 0.295  -0.16
H -2.649 -4.417 0.214  0.25
H -2.368 -4.835 1.927  0.25
H -1.178 -5.295 0.687  0.25
H -2.318 -1.935 3.551  0.23
H -4.396 -0.620 3.833  0.23
H -5.672 0.103 1.854  0.23
H -4.871 -0.451 -0.409  0.23
H -2.770 -1.753 -0.691  0.23


# 2
ORCA calculation (ωB97M-V/def2-TZVPD) on C19H28BF4O2Pm as an isolated structure at a distorted geometry.

Orbital gap (spin up / spin down), Eh: 0.316 / 0.315
Spin multiplicity: 5
ΔE to the lowest compared entry with this formula, charge and spin, kcal per mole: 0.0
Strongest force on any atom, eV/A: 1.5
HOMO level (spin up / spin down), eV: -8.424 / -8.405
Net charge: 0
<S²>: 6.02

Each line ends with the Löwdin spin population.
Atoms and positions in Å:
O 1.069 3.716 -2.150  0.00
C 1.822 3.671 -3.409  0.00
C 2.124 5.176 -3.422  0.00
H 1.183 3.343 -4.239  0.00
H 2.719 3.045 -3.323  0.00
C 1.285 5.161 -2.115  0.00
H 1.667 5.721 -4.245  0.00
H 3.172 5.434 -3.284  0.00
C 0.004 5.956 -2.269  0.00
H -0.521 5.670 -3.184  0.00
H 0.251 7.025 -2.317  0.00
H -0.659 5.799 -1.413  0.00
C 2.069 5.608 -0.897  0.00
H 3.003 5.047 -0.803  0.00
H 1.475 5.478 0.013  0.00
H 2.304 6.676 -0.998  0.00
Pm -0.967 -2.821 1.339  4.10
C 0.694 -3.488 3.347  -0.01
C 1.085 -4.363 2.291  -0.01
C 1.714 -3.586 1.281  -0.01
H 0.957 -5.443 2.266  0.00
C 1.675 -2.221 1.688  -0.01
C 1.040 -2.161 2.967  -0.01
H 0.887 -1.259 3.564  0.00
H 0.272 -3.795 4.306  0.00
H 2.194 -3.974 0.380  0.00
H 2.136 -1.390 1.160  0.00
C -3.284 -2.743 2.882  -0.01
C -2.340 -1.846 3.452  -0.01
C -2.141 -0.775 2.536  -0.01
H -1.889 -1.928 4.446  0.00
C -2.978 -1.006 1.403  -0.01
C -3.695 -2.216 1.625  -0.01
H -4.449 -2.661 0.969  0.00
H -3.669 -3.660 3.335  0.00
H -1.492 0.089 2.705  0.00
H -3.082 -0.343 0.541  0.00
O -0.387 -1.119 -0.293  -0.01
C -0.082 0.307 0.006  0.00
C 0.766 0.793 -1.152  0.00
H 0.419 0.366 0.983  0.00
H -1.039 0.838 0.075  0.00
C 0.465 -0.166 -2.322  0.00
H 1.828 0.738 -0.875  0.00
H 0.541 1.828 -1.407  0.00
C -0.021 -1.460 -1.691  0.00
H 1.337 -0.331 -2.954  0.00
H -0.334 0.270 -2.929  0.00
H 0.758 -2.231 -1.661  0.00
H -0.911 -1.870 -2.180  0.00
F -1.598 -4.726 0.181  0.00
B -1.821 -5.886 1.223  0.00
F -3.086 -6.368 1.064  0.00
F -0.778 -6.761 1.043  0.00
F -1.692 -5.155 2.463  0.00


Q: What is the formula in the first record?
A: C19H27OPRhS3


Q: strongest force on any atom of number 2 (C19H28BF4O2Pm)?
A: 1.5 eV/A


Q: What is the formula in the second record?
A: C19H28BF4O2Pm